(1)
C48H113N7O12 | the ωB97M-V functional and the def2-TZVPD basis

Computed properties:
E_HOMO = -8.3 eV
Spin multiplicity = 1
Total energy = -86599.2561 eV
Energy relative to the best compared isomer or geometry (same formula, charge and spin) = 0.000 eV
SMILES = CC1(C)CCCC(C)(C)N1O.CC1(C)CCCC(C)(C)N1O.COCCNCCOC.COCCNCCOC.COCCNCCOC.COCCNCCOC.COCCNCCOC
Maximum force = 2.05 eV Å⁻¹

Positions of all 180 atoms, in Å:
C  -0.60098  -2.01270  0.26400
C  -0.05147  -0.95183  1.22416
C  1.28784  -1.40890  1.81387
C  2.47792  -1.19485  0.88049
C  2.49170  0.21506  0.32162
C  1.19048  0.65924  -0.32946
N  0.11320  0.36969  0.61709
O  -1.11884  0.86903  0.11514
C  1.27045  2.16849  -0.47763
C  1.03104  -0.00643  -1.69421
C  -1.02214  -0.80964  2.38554
H  0.10143  -2.33672  -0.50607
H  -1.48303  -1.71185  -0.30680
H  -0.85505  -2.90817  0.84012
H  1.43732  -0.77408  2.68833
H  1.30445  -2.45067  2.13714
H  2.60215  -1.98198  0.13116
H  3.41200  -1.27794  1.45045
H  3.28941  0.29395  -0.42708
H  2.79692  0.90374  1.11612
H  0.40788  2.54278  -1.03074
H  1.15331  2.62043  0.51318
H  2.22419  2.48385  -0.89424
H  1.29814  -1.06295  -1.62286
H  -0.00496  -0.02231  -2.04533
H  1.65038  0.46585  -2.45905
H  -1.12378  -1.75127  2.93393
H  -2.04479  -0.49477  2.16290
H  -0.66051  -0.07106  3.11136
H  -1.36339  1.50150  0.79874
C  -6.79595  -0.12652  -4.50090
C  -6.31722  -1.22684  -3.52847
C  -5.09319  -1.90355  -4.16839
C  -3.86174  -1.02402  -4.15080
C  -3.54378  -0.58515  -2.72094
C  -4.70788  0.12211  -2.03947
N  -5.91109  -0.69937  -2.22379
O  -7.03976  -0.05216  -1.62889
C  -4.39129  0.10020  -0.55810
C  -4.84467  1.55306  -2.50592
C  -7.41602  -2.24175  -3.31532
H  -7.56312  -0.51266  -5.18680
H  -6.03849  0.20627  -5.21074
H  -7.27722  0.69345  -3.97078
H  -4.88075  -2.84343  -3.64892
H  -5.32036  -2.14095  -5.21162
H  -3.93524  -0.10621  -4.73989
H  -3.00058  -1.55892  -4.55858
H  -2.66615  0.06741  -2.74997
H  -3.25250  -1.48542  -2.16730
H  -5.16929  0.57906  0.03956
H  -4.24817  -0.92689  -0.21577
H  -3.43843  0.58929  -0.34352
H  -3.92818  2.14366  -2.42915
H  -5.10980  1.63907  -3.56321
H  -5.63560  2.06282  -1.95353
H  -8.27566  -1.80882  -2.80684
H  -7.05632  -3.04227  -2.65620
H  -7.71365  -2.74662  -4.23392
H  -7.06234  -0.45829  -0.75766
C  1.34485  4.51023  -4.57537
O  0.33858  4.79452  -3.62117
C  -0.95849  4.39672  -3.97265
C  -1.24267  2.90527  -4.08179
N  -0.52236  2.15511  -5.11021
C  -1.31270  1.05401  -5.65096
C  -2.34494  1.51440  -6.67502
O  -2.84951  0.39532  -7.31253
C  -3.77163  0.74542  -8.34447
H  1.02389  4.71246  -5.60510
H  1.63570  3.45779  -4.58793
H  2.19730  5.13120  -4.30961
H  -1.35106  4.98329  -4.81717
H  -1.60431  4.69524  -3.13515
H  -2.31276  2.71379  -4.16884
H  -0.97229  2.50729  -3.08652
H  0.35065  1.78944  -4.76122
H  -1.78081  0.42335  -4.88410
H  -0.64617  0.42995  -6.24718
H  -1.81592  2.19141  -7.36843
H  -3.04974  2.23209  -6.21848
H  -3.27187  1.33833  -9.11569
H  -4.59290  1.32094  -7.91004
H  -4.11910  -0.19647  -8.75900
C  1.67959  4.19128  9.93654
O  0.84891  5.12151  9.27789
C  0.20120  4.59395  8.15160
C  1.13812  4.39722  6.96747
N  0.32059  4.10490  5.77189
C  1.08800  3.67817  4.61037
C  1.91806  4.78378  3.96149
O  2.38409  4.42067  2.68119
C  3.52356  3.57255  2.72949
H  2.60165  4.01108  9.37485
H  1.17081  3.22834  10.07578
H  1.90783  4.60770  10.91453
H  -0.63437  5.23557  7.87280
H  -0.23443  3.62398  8.42906
H  1.85965  3.61290  7.18906
H  1.67898  5.33048  6.76130
H  -0.14205  4.97174  5.51587
H  0.42735  3.27798  3.83501
H  1.70101  2.82750  4.92536
H  2.72493  5.13745  4.62018
H  1.29444  5.67072  3.79641
H  3.93312  3.53789  1.72615
H  3.17940  2.58390  3.06185
H  4.22175  3.92317  3.49686
C  -7.15255  -3.66537  0.98324
O  -6.12508  -4.61391  0.88892
C  -4.82131  -4.03601  0.96138
C  -3.84438  -5.06632  0.47486
N  -3.56382  -6.02673  1.51179
C  -2.60492  -7.07165  1.13477
C  -2.27951  -7.96348  2.32905
O  -3.14395  -9.09532  2.27462
C  -2.70547  -10.16634  3.05964
H  -7.09050  -3.00824  0.09370
H  -7.12201  -3.02343  1.86843
H  -8.09983  -4.18479  0.85493
H  -4.67092  -3.72207  2.00065
H  -4.80236  -3.13533  0.32887
H  -2.94980  -4.59422  0.05554
H  -4.25569  -5.56254  -0.42503
H  -4.41493  -6.45898  1.84867
H  -1.68876  -6.57900  0.80626
H  -3.03591  -7.69643  0.34263
H  -2.46705  -7.47308  3.28575
H  -1.24909  -8.30843  2.18756
H  -1.63142  -10.37727  2.95225
H  -3.19521  -11.08798  2.74377
H  -2.91643  -9.99455  4.12315
C  4.79154  -3.36223  2.90606
O  5.90511  -2.55785  2.63738
C  6.68540  -2.26237  3.79914
C  6.32699  -0.90112  4.35340
N  5.29875  -1.01019  5.40406
C  5.06255  0.26499  6.11841
C  3.71329  0.21439  6.82446
O  2.62379  0.36418  5.91624
C  2.00535  -0.85193  5.52461
H  5.07751  -4.40758  3.10012
H  4.05586  -3.35618  2.10586
H  4.26093  -3.06778  3.82397
H  7.72024  -2.26253  3.44706
H  6.56624  -3.08632  4.50544
H  5.90409  -0.31037  3.52960
H  7.19742  -0.35778  4.72266
H  4.41143  -1.06224  4.91994
H  4.97957  1.10862  5.41793
H  5.82510  0.47415  6.87122
H  3.64397  1.10659  7.45904
H  3.55353  -0.63029  7.50058
H  2.75248  -1.58654  5.22795
H  1.36649  -0.68080  4.66271
H  1.34903  -1.20987  6.32437
C  1.96562  -0.09793  -5.56991
O  2.59964  1.06462  -5.04967
C  3.90219  1.34743  -5.49742
C  4.78051  1.41082  -4.26319
N  6.16382  1.72163  -4.54270
C  6.95409  2.17699  -3.42054
C  6.71771  3.60608  -2.91992
O  5.47047  3.90676  -2.34315
C  5.24969  3.28264  -1.12473
H  2.49976  -0.97471  -5.16992
H  1.93673  -0.24052  -6.65078
H  1.02172  -0.02801  -5.04313
H  4.00478  2.23899  -6.12872
H  4.28068  0.52810  -6.12868
H  4.69969  0.40182  -3.82952
H  4.35677  2.12733  -3.55469
H  6.40496  1.96989  -5.48445
H  8.00570  2.16902  -3.71849
H  6.77248  1.44226  -2.63173
H  6.90381  4.33290  -3.71201
H  7.54268  3.77550  -2.19908
H  4.27447  3.52914  -0.70929
H  5.95690  3.67502  -0.36765
H  5.40867  2.19918  -1.09861

---

(2)
C4H13N3 | the ωB97M-V functional and the def2-TZVPD basis

Computed properties:
E_HOMO = -18.2 eV
Spin multiplicity = 1
Total energy = -8809.3970 eV
Charge = +2
Energy relative to the best compared isomer or geometry (same formula, charge and spin) = 4.180 eV
Maximum force = 4.84 eV Å⁻¹

Positions of all 20 atoms, in Å:
C  0.33010  0.42630  -0.11670
C  -0.78120  0.11141  2.09264
C  0.75287  2.60667  -1.15080
C  0.61911  -1.61439  -0.29722
N  -0.25924  0.80336  0.97959
N  0.67469  1.14546  -1.18174
N  -0.67281  -2.36525  -0.51918
H  -1.66025  0.71775  2.57247
H  -1.16832  -0.81765  1.80348
H  0.00651  -0.14563  2.88682
H  1.74766  2.80392  -1.57994
H  0.49017  3.09367  -0.16359
H  -0.05939  3.04712  -1.88206
H  1.04347  -1.57467  -1.28709
H  1.29240  -1.87306  0.53784
H  -0.27224  1.79240  1.08318
H  1.00309  0.56198  -2.00505
H  -1.37862  -1.83785  -1.07148
H  -1.18128  -2.88994  0.19145
H  -0.31872  -3.18963  -1.03106

---

What did we get for orbital gap? Answer: 8.80, 10.20 eV, in the order shown.